[1]
# C36H33N3O4

One molecule with the formula C36H33N3O4 in a non-equilibrium geometry (ωB97M-V with the def2-TZVPD basis set, the Open Molecules 2025 dataset).

Values from the calculation:
Total energy (eV): -50518.5432
HOMO-LUMO gap (eV): 3.8320
HOMO level (eV): -6.8513
Largest force on an atom (eV Å⁻¹): 5.64
Energy above the lowest of the compared OMol25 structures with the same formula, charge and spin (kJ/mol): 790.5

Geometry (Å):
C  1.61  -1.01  4.98
N  0.97  -0.82  3.70
C  0.13  -1.76  3.19
O  -0.14  -2.88  3.71
C  -0.51  -1.19  1.93
C  -2.04  -1.22  2.10
C  -2.42  -0.38  3.29
C  -2.57  -0.92  4.58
C  -2.79  -0.09  5.68
C  -2.87  1.30  5.50
C  -2.77  1.83  4.22
C  -2.63  0.99  3.12
N  0.06  0.14  1.87
C  -0.44  1.08  1.00
C  -0.23  2.43  1.13
C  -0.47  3.41  0.05
C  0.81  4.20  -0.33
C  0.86  4.88  -1.55
C  1.85  5.83  -1.80
C  2.77  6.16  -0.81
C  2.76  5.45  0.39
C  1.79  4.47  0.65
C  1.06  0.42  2.93
C  2.47  0.63  2.45
C  3.33  -0.38  2.33
C  4.76  -0.27  2.05
C  5.52  -1.40  1.64
C  6.87  -1.29  1.37
C  7.52  -0.05  1.51
C  6.79  1.08  1.94
C  5.43  0.97  2.21
H  1.40  -2.01  5.35
H  2.69  -0.88  4.88
H  1.23  -0.28  5.71
H  -0.15  -1.79  1.06
H  -2.52  -0.89  1.18
H  -2.28  -2.27  2.32
H  -2.48  -2.01  4.71
H  -2.89  -0.53  6.67
H  -3.00  1.96  6.34
H  -2.78  2.91  4.05
H  -2.62  1.40  2.10
H  -0.87  0.68  0.05
H  0.28  2.81  2.03
H  -1.17  3.09  -0.74
H  0.11  4.69  -2.30
H  1.89  6.32  -2.77
H  3.47  7.00  -0.93
H  3.51  5.63  1.16
H  1.85  3.91  1.59
H  0.72  1.27  3.55
H  2.71  1.67  2.14
H  2.96  -1.43  2.38
H  5.00  -2.36  1.54
H  7.44  -2.17  1.05
H  8.59  0.05  1.29
H  7.29  2.04  2.07
H  4.86  1.83  2.57
C  -1.55  4.45  0.23
C  -2.40  4.23  1.51
O  -1.70  4.24  2.57
C  -3.83  4.28  1.46
C  -4.57  4.32  0.15
C  -5.91  4.97  0.19
C  -6.55  5.16  1.38
C  -5.86  5.04  2.60
C  -4.49  4.70  2.62
N  -2.37  4.72  -0.98
O  -1.87  5.10  -2.03
O  -3.76  5.15  -0.88
H  -0.89  5.53  0.42
H  -4.65  3.30  -0.29
H  -6.35  5.25  -0.77
H  -7.61  5.41  1.41
H  -6.36  5.18  3.56
H  -3.89  4.81  3.54

=====

[2]
# C30H36Cl66F2N4O4

C30H36Cl66F2N4O4 as an isolated structure in a non-equilibrium geometry (ωB97M-V with the def2-TZVPD basis set, the Open Molecules 2025 dataset).

Values from the calculation:
Total energy (eV): -877755.7298
HOMO-LUMO gap (eV): 9.5271
HOMO level (eV): -9.5991
Largest force on an atom (eV Å⁻¹): 2.36
Energy above the lowest of the compared OMol25 structures with the same formula, charge and spin (kJ/mol): 3.5

Geometry (Å):
N  4.93  -2.31  0.07
C  4.05  -2.12  -1.08
C  3.16  -3.37  -1.23
C  1.76  -3.09  -0.67
C  0.93  -2.33  -1.73
N  -0.08  -1.40  -1.27
C  -1.15  -1.98  -0.49
O  -0.96  -2.63  0.50
O  -2.39  -1.80  -1.00
C  -3.44  -2.23  -0.11
N  -3.71  -3.66  -0.12
N  0.39  -0.13  -0.89
C  0.73  -0.01  0.50
O  -0.02  0.30  1.37
F  2.01  -0.23  0.77
C  -0.30  0.98  -1.41
O  -0.56  1.07  -2.56
F  -0.60  1.95  -0.56
H  5.47  -1.47  0.25
H  4.34  -2.51  0.88
H  3.38  -1.26  -0.96
H  4.63  -1.94  -1.99
H  3.63  -4.22  -0.73
H  3.08  -3.58  -2.30
H  1.77  -2.61  0.31
H  1.28  -4.06  -0.53
H  1.63  -1.75  -2.34
H  0.48  -3.04  -2.43
H  -4.34  -1.75  -0.51
H  -3.33  -1.84  0.90
H  -3.15  -4.09  -0.87
H  -3.27  -4.01  0.72
C  1.10  3.84  -2.31
Cl  2.85  3.73  -2.18
Cl  0.40  4.57  -0.86
Cl  0.64  4.76  -3.75
H  0.71  2.85  -2.41
C  0.99  3.78  2.92
Cl  -0.63  4.44  3.15
Cl  1.88  3.75  4.45
Cl  0.90  2.17  2.23
H  1.53  4.43  2.23
C  -3.97  -5.13  -3.87
Cl  -2.70  -5.08  -2.63
Cl  -4.26  -6.77  -4.42
Cl  -5.46  -4.41  -3.27
H  -3.62  -4.54  -4.71
C  -7.86  -6.32  -6.81
Cl  -6.23  -5.68  -7.07
Cl  -7.97  -7.98  -7.37
Cl  -8.30  -6.20  -5.10
H  -8.56  -5.72  -7.38
C  6.72  -5.15  -1.62
Cl  6.15  -6.79  -1.31
Cl  8.42  -5.16  -2.14
Cl  5.68  -4.34  -2.79
H  6.66  -4.59  -0.70
C  -3.79  2.28  -0.72
Cl  -3.31  0.58  -0.72
Cl  -5.46  2.48  -1.22
Cl  -3.50  3.00  0.87
H  -3.16  2.80  -1.43
C  1.13  6.86  7.28
Cl  0.83  6.36  8.95
Cl  0.19  5.89  6.15
Cl  0.77  8.57  7.07
H  2.18  6.70  7.06
C  -0.95  9.71  4.64
Cl  -0.15  11.18  4.07
Cl  -2.58  10.07  5.21
Cl  -1.00  8.49  3.35
H  -0.38  9.32  5.47
C  -5.35  -0.57  -5.44
Cl  -7.03  -0.07  -5.28
Cl  -4.49  -0.43  -3.91
Cl  -5.23  -2.23  -6.04
H  -4.87  0.08  -6.16
C  -6.72  -6.13  1.21
Cl  -6.63  -7.87  1.48
Cl  -5.56  -5.29  2.23
Cl  -6.49  -5.76  -0.50
H  -7.71  -5.80  1.49
C  3.16  4.13  11.36
Cl  4.85  4.54  11.08
Cl  2.77  2.55  10.67
Cl  2.78  4.16  13.09
H  2.54  4.87  10.87
C  7.80  0.12  2.03
Cl  7.27  -1.54  2.31
Cl  9.45  0.15  1.39
Cl  6.70  0.95  0.93
H  7.80  0.64  2.98
C  4.66  2.21  -5.99
Cl  5.89  1.77  -4.80
Cl  3.85  0.76  -6.61
Cl  3.49  3.32  -5.29
H  5.15  2.70  -6.81
C  1.43  -1.19  4.89
Cl  0.14  -1.30  6.09
Cl  2.48  0.18  5.23
Cl  2.35  -2.69  4.83
H  0.97  -1.03  3.92
C  4.18  1.18  14.85
Cl  5.87  1.60  14.55
Cl  3.79  -0.39  14.13
Cl  3.83  1.18  16.58
H  3.56  1.92  14.37
C  6.88  -7.15  -6.16
Cl  5.12  -6.93  -6.19
Cl  7.55  -6.63  -4.62
Cl  7.31  -8.82  -6.52
H  7.31  -6.52  -6.93
C  -5.17  9.42  2.68
Cl  -4.44  10.92  2.10
Cl  -6.82  9.71  3.25
Cl  -5.14  8.18  1.43
H  -4.59  9.07  3.52
C  8.74  -5.18  -9.52
Cl  8.80  -6.87  -10.02
Cl  7.19  -4.46  -9.94
Cl  9.04  -5.04  -7.78
H  9.52  -4.64  -10.04
C  -7.69  3.59  2.31
Cl  -7.03  5.09  1.65
Cl  -9.34  3.83  2.89
Cl  -7.61  2.30  1.11
H  -7.07  3.30  3.15
C  -4.28  5.27  4.80
Cl  -3.67  6.74  4.04
Cl  -5.90  5.51  5.45
Cl  -4.27  3.93  3.65
H  -3.62  5.02  5.62
C  -12.49  -6.52  -4.08
Cl  -12.15  -4.80  -3.84
Cl  -11.65  -7.12  -5.51
Cl  -12.03  -7.45  -2.66
H  -13.55  -6.64  -4.24
C  7.67  3.81  -8.80
Cl  5.93  4.04  -8.95
Cl  8.06  2.72  -7.46
Cl  8.35  3.20  -10.31
H  8.12  4.77  -8.59

=====

[3]
# C54H161N27O25

A 25-piece molecular cluster, C54H161N27O25 overall in a non-equilibrium geometry (ωB97M-V with the def2-TZVPD basis set, the Open Molecules 2025 dataset).

Values from the calculation:
Total energy (eV): -150040.7249
HOMO-LUMO gap (eV): 9.4310
HOMO level (eV): -9.1786
Largest force on an atom (eV Å⁻¹): 4.45

Geometry (Å):
C  3.60  1.15  5.74
C  3.51  2.54  5.11
C  4.91  3.22  5.07
O  5.66  2.60  4.11
C  7.06  2.86  4.18
N  3.06  2.42  3.71
H  2.93  0.38  5.32
H  3.47  1.17  6.83
H  4.58  0.75  5.63
H  2.75  3.14  5.61
H  5.41  3.14  6.03
H  4.93  4.31  4.87
H  7.47  2.73  3.18
H  7.58  2.21  4.95
H  7.39  3.85  4.49
H  3.68  1.95  3.07
H  2.82  3.35  3.34
C  -1.70  6.02  3.11
C  -0.41  5.85  2.37
C  0.28  7.22  2.16
O  -0.50  7.93  1.20
C  -0.18  9.30  0.91
N  0.62  5.10  3.22
H  -2.25  5.11  2.92
H  -2.21  6.82  2.52
H  -1.52  6.29  4.16
H  -0.62  5.34  1.41
H  1.32  7.09  1.79
H  0.26  7.70  3.14
H  0.88  9.34  0.49
H  -0.25  10.03  1.71
H  -0.89  9.61  0.13
H  1.43  4.82  2.75
H  0.17  4.30  3.58
C  -0.48  1.64  0.85
C  -0.24  0.81  -0.41
C  0.06  -0.61  -0.05
O  1.14  -0.62  0.84
C  1.41  -1.96  1.22
N  -1.40  0.75  -1.27
H  0.42  1.92  1.47
H  -1.19  1.03  1.41
H  -0.92  2.65  0.78
H  0.65  1.17  -0.97
H  0.32  -1.17  -0.99
H  -0.72  -1.17  0.48
H  1.24  -2.18  2.29
H  2.44  -2.16  0.87
H  0.68  -2.62  0.72
H  -2.08  0.55  -0.56
H  -1.66  1.66  -1.71
C  4.00  -1.45  -5.31
C  3.69  -1.15  -3.85
C  2.54  -0.07  -3.62
O  3.40  -2.38  -3.14
H  4.68  -2.32  -5.44
H  4.41  -0.60  -5.82
H  3.05  -1.58  -5.89
H  4.65  -0.85  -3.44
H  2.03  -0.30  -2.64
H  1.85  0.03  -4.44
H  3.00  0.98  -3.58
H  2.67  -2.72  -3.69
C  -1.45  2.47  -5.40
C  -0.15  2.78  -6.09
C  -0.38  2.82  -7.62
O  0.42  4.02  -5.61
H  -2.14  3.16  -5.87
H  -1.36  2.54  -4.32
H  -1.83  1.49  -5.65
H  0.63  2.03  -5.96
H  -1.08  2.06  -7.82
H  0.48  2.77  -8.30
H  -0.96  3.66  -8.02
H  1.36  4.02  -5.71
C  -1.52  -9.21  -3.30
C  -1.01  -7.79  -3.08
C  -1.34  -7.49  -1.64
O  0.36  -7.61  -3.46
H  -1.02  -9.67  -4.13
H  -2.58  -9.20  -3.40
H  -1.28  -9.76  -2.38
H  -1.57  -7.08  -3.62
H  -0.73  -8.11  -1.01
H  -2.44  -7.62  -1.52
H  -1.09  -6.44  -1.42
H  0.88  -7.40  -2.70
C  -0.01  6.86  -2.74
C  -0.99  5.81  -2.25
C  -2.42  6.17  -2.74
O  -0.58  4.45  -2.68
H  -0.16  7.83  -2.32
H  0.07  6.89  -3.83
H  0.98  6.49  -2.37
H  -0.87  5.74  -1.19
H  -3.13  5.41  -2.40
H  -2.39  6.20  -3.81
H  -2.81  7.17  -2.27
H  -0.65  4.52  -3.67
C  4.25  -5.98  -1.57
C  2.86  -6.05  -0.86
C  1.74  -5.11  -1.33
O  2.31  -7.37  -0.98
H  4.93  -6.58  -1.01
H  4.62  -4.98  -1.61
H  4.05  -6.44  -2.52
H  2.93  -5.94  0.22
H  1.85  -4.04  -1.06
H  0.80  -5.37  -0.85
H  1.59  -5.21  -2.44
H  3.02  -7.94  -0.66
C  -2.21  -2.30  8.03
C  -2.97  -2.66  6.76
C  -3.66  -1.41  6.18
O  -2.15  -3.34  5.73
H  -1.51  -3.12  8.27
H  -2.94  -2.15  8.79
H  -1.60  -1.40  7.81
H  -3.79  -3.35  6.85
H  -4.20  -1.66  5.27
H  -2.86  -0.73  5.92
H  -4.22  -0.80  6.94
H  -1.47  -2.70  5.42
C  -1.19  -1.96  -4.44
C  -2.41  -2.34  -3.60
C  -1.99  -3.15  -2.37
O  -3.23  -1.26  -3.30
H  -0.39  -1.50  -3.85
H  -1.45  -1.22  -5.16
H  -0.82  -2.83  -5.05
H  -3.05  -2.92  -4.26
H  -2.83  -3.61  -1.81
H  -1.53  -2.46  -1.64
H  -1.31  -3.87  -2.83
H  -2.81  -0.75  -2.58
C  -5.33  2.63  1.70
C  -4.04  1.85  1.52
C  -3.75  1.02  2.79
O  -4.17  0.91  0.40
H  -5.38  3.42  0.93
H  -5.35  3.03  2.73
H  -6.14  1.93  1.58
H  -3.25  2.49  1.25
H  -3.31  1.66  3.57
H  -3.09  0.19  2.49
H  -4.70  0.67  3.24
H  -4.99  0.45  0.54
C  -5.50  2.66  -2.59
C  -5.98  2.62  -4.07
C  -5.37  3.73  -4.94
O  -5.60  1.34  -4.70
H  -5.44  3.63  -2.20
H  -4.48  2.20  -2.46
H  -6.15  2.04  -1.98
H  -7.05  2.76  -4.03
H  -4.30  4.03  -4.64
H  -5.92  4.67  -4.99
H  -5.35  3.30  -5.94
H  -4.80  0.97  -4.24
C  -2.99  -3.10  2.32
C  -3.67  -4.45  2.57
C  -3.41  -5.42  1.42
O  -3.25  -5.07  3.71
H  -1.95  -3.00  2.60
H  -3.55  -2.36  2.94
H  -3.19  -2.82  1.27
H  -4.71  -4.21  2.56
H  -3.99  -5.07  0.53
H  -3.76  -6.44  1.59
H  -2.33  -5.53  1.14
H  -3.01  -4.41  4.37
C  4.91  0.66  0.35
O  5.32  -0.49  0.25
N  5.67  1.77  -0.02
N  3.63  0.94  0.83
H  6.58  1.54  -0.34
H  5.25  2.69  -0.07
H  3.43  1.86  0.60
H  2.87  0.30  0.87
C  7.16  -1.13  -3.02
O  7.51  0.01  -2.77
N  7.42  -1.76  -4.27
N  6.58  -1.89  -2.10
H  7.78  -1.26  -5.09
H  7.07  -2.68  -4.33
H  6.33  -2.85  -2.34
H  6.18  -1.43  -1.29
C  2.08  -3.18  4.87
O  0.85  -3.32  4.67
N  2.94  -3.69  4.06
N  2.60  -2.58  5.97
H  2.56  -4.32  3.37
H  3.93  -3.86  4.33
H  3.54  -2.30  6.05
H  1.93  -2.07  6.57
C  -7.34  -1.68  1.21
O  -6.74  -0.70  0.72
N  -8.25  -2.39  0.44
N  -7.34  -2.09  2.50
H  -8.19  -2.19  -0.56
H  -8.31  -3.36  0.71
H  -6.68  -1.68  3.14
H  -7.69  -3.02  2.66
C  4.06  5.97  1.88
O  3.09  5.25  1.72
N  4.01  7.08  2.70
N  5.18  5.87  1.17
H  3.16  7.14  3.24
H  4.84  7.56  3.01
H  5.73  6.71  1.19
H  5.09  5.24  0.39
C  -7.97  -1.36  -3.08
O  -8.72  -2.12  -2.53
N  -7.59  -1.57  -4.37
N  -7.62  -0.17  -2.52
H  -6.98  -0.90  -4.83
H  -7.62  -2.50  -4.75
H  -6.81  0.39  -2.63
H  -7.92  -0.09  -1.60
C  5.42  2.47  -4.29
O  4.57  3.24  -4.75
N  6.59  2.16  -5.07
N  5.50  2.17  -2.99
H  7.07  1.34  -4.73
H  6.42  2.14  -6.02
H  6.31  1.63  -2.70
H  4.85  2.63  -2.33
C  2.67  3.99  -1.80
O  3.88  4.10  -1.39
N  1.70  4.17  -0.90
N  2.43  3.76  -3.13
H  0.76  4.10  -1.06
H  2.06  4.51  -0.02
H  1.49  3.52  -3.46
H  3.24  3.55  -3.77
C  -5.69  -3.74  -1.41
O  -6.12  -4.47  -0.51
N  -5.23  -2.43  -1.24
N  -5.56  -4.22  -2.65
H  -4.88  -1.95  -2.07
H  -5.75  -1.76  -0.65
H  -5.52  -5.21  -2.75
H  -4.91  -3.69  -3.32
C  0.66  -5.76  2.16
O  1.68  -5.10  1.99
N  -0.12  -5.42  3.14
N  0.26  -6.80  1.44
H  0.00  -4.56  3.66
H  -1.09  -5.77  3.12
H  -0.30  -7.55  1.91
H  0.93  -7.11  0.78
C  0.06  0.24  5.09
O  -0.54  -0.13  6.14
N  0.42  1.51  4.90
N  0.46  -0.53  4.13
H  0.24  2.09  5.65
H  1.32  1.63  4.38
H  0.54  0.03  3.33
H  0.27  -1.51  4.27
C  5.67  -1.31  3.96
O  5.53  -1.84  5.01
N  4.62  -1.27  3.09
N  6.74  -0.66  3.56
H  3.86  -1.92  3.20
H  4.78  -0.87  2.21
H  6.77  -0.32  2.61
H  7.22  -0.18  4.32